ORCA calculation (wB97M-V/def2-TZVPD) on the molecule C5H12O3.

Calculated values
- ΔE to the lowest compared entry with this formula, charge and spin (kJ/mol) = 163.77
- gap between HOMO and LUMO (eV) = 10.0502
- LUMO level (eV) = 0.6
- SMILES = C[C@H](C(O)O)[C@@H](C)O
- E_tot (eV) = -11521.069

Geometry (Å):
C 0.865 -0.962 -0.802
C -1.213 0.117 -0.074
C 0.469 -0.083 0.310
C -1.892 0.711 1.147
C 1.186 1.245 0.350
O 0.135 -2.136 -0.905
O 2.357 -1.308 -0.373
O -1.395 0.994 -1.155
H 0.560 -2.710 -1.552
H -1.134 0.540 -1.963
H 2.332 -1.861 0.418
H 1.019 -0.443 -1.753
H -1.704 -0.836 -0.309
H 0.496 -0.615 1.262
H 1.338 1.553 1.381
H -1.730 0.068 2.009
H -1.515 1.712 1.340
H -2.966 0.777 0.975
H 2.154 1.201 -0.146
H 0.639 2.037 -0.159

ORCA calculation (wB97M-V/def2-TZVPD) on a cluster of 3 separate species, C5H12O3 in total.

Calculated values
- ΔE to the lowest compared entry with this formula, charge and spin (kJ/mol) = 467.87
- gap between HOMO and LUMO (spin up / spin down) (eV) = 7.3702 / 6.8274
- charge = +1
- LUMO level (spin up / spin down) (eV) = -6.8 / -7.3
- spin multiplicity = 2
- E_tot (eV) = -11508.460

Geometry (Å):
C 3.009 1.580 -1.939
C 2.008 0.410 -1.789
C 0.849 0.179 -1.150
C 0.203 -1.007 -0.703
C -0.809 -1.017 0.424
O -1.832 -2.060 0.313
H 4.062 1.190 -2.258
H 2.682 2.153 -2.884
H 2.904 2.214 -1.089
H 2.609 -0.470 -2.022
H 0.212 1.067 -1.189
H 0.863 -1.916 -0.667
H -1.291 -0.030 0.443
H -0.343 -1.202 1.395
H -2.601 -1.574 0.732
H -4.235 -0.146 1.614
O -3.386 -0.487 1.777
H -1.330 0.740 3.666
H -2.280 0.014 2.565
O -1.294 0.363 2.761

ORCA calculation (wB97M-V/def2-TZVPD) on a structure of composition C5H12O3Pb.

Calculated values
- gap between HOMO and LUMO (spin up / spin down) (eV) = 6.7580 / 9.0186
- charge = +1
- LUMO level (spin up / spin down) (eV) = -4.3 / -4.3
- spin multiplicity = 2
- E_tot (eV) = -16755.158

Geometry (Å):
H 0.022 2.529 1.775
C 6.673 1.477 1.803
O 6.241 2.685 1.263
C 5.687 0.350 1.506
O 4.378 0.847 1.843
C 3.289 0.000 1.497
C 2.021 0.818 1.603
O 2.248 2.055 0.948
C 1.089 2.868 0.842
Pb 4.392 2.876 1.302
H 6.798 1.547 2.902
H 7.650 1.165 1.391
H 5.889 -0.551 2.102
H 5.694 0.092 0.435
H 3.245 -0.850 2.191
H 3.429 -0.373 0.471
H 1.755 1.013 2.655
H 1.190 0.276 1.126
H 0.971 4.018 -0.240
H 0.438 2.411 0.078
H 1.218 3.737 1.504

ORCA calculation (wB97M-V/def2-TZVPD) on the molecule C5H12OS.

Calculated values
- ΔE to the lowest compared entry with this formula, charge and spin (kJ/mol) = 232.50
- gap between HOMO and LUMO (eV) = 9.9157
- LUMO level (eV) = 0.8
- SMILES = CSCCCCO
- E_tot (eV) = -18260.056

Geometry (Å):
C -0.238 2.179 -0.517
O 0.025 2.381 0.960
C -1.370 1.101 -0.715
C -1.054 -0.373 -0.130
C 0.243 -0.892 -0.665
S 1.801 -0.588 0.297
C 1.519 -2.161 1.255
H -0.535 3.178 -0.751
H 0.646 1.824 -1.118
H 0.665 1.704 1.031
H -1.485 1.079 -1.887
H -2.275 1.573 -0.347
H -0.997 -0.050 0.919
H -2.046 -0.992 -0.491
H 0.004 -1.927 -0.735
H 0.639 -0.433 -1.457
H 2.529 -2.562 1.555
H 1.021 -2.837 0.596
H 0.907 -2.205 2.200

ORCA calculation (wB97M-V/def2-TZVPD) on the molecule C5H12OS.

Calculated values
- ΔE to the lowest compared entry with this formula, charge and spin (kJ/mol) = 50.85
- gap between HOMO and LUMO (eV) = 9.3223
- LUMO level (eV) = 0.9
- SMILES = CSCCCCO
- E_tot (eV) = -18261.939

Geometry (Å):
C 1.817 0.006 1.065
O 2.655 0.615 0.050
C 0.618 0.885 1.358
C -0.123 1.351 0.131
C -0.619 0.215 -0.744
S -1.710 -0.979 0.102
C -2.242 -1.965 -1.334
H 2.421 -0.182 1.951
H 1.499 -0.898 0.579
H 3.127 1.370 0.449
H -0.077 0.337 2.011
H 1.015 1.714 1.949
H 0.556 1.928 -0.505
H -0.928 2.021 0.405
H 0.230 -0.361 -1.075
H -1.106 0.572 -1.654
H -1.650 -1.895 -2.231
H -2.198 -3.010 -1.013
H -3.286 -1.725 -1.493

ORCA calculation (wB97M-V/def2-TZVPD) on a cluster of 2 separate species, C5H12OSSi in total.

Calculated values
- ΔE to the lowest compared entry with this formula, charge and spin (kJ/mol) = 386.58
- gap between HOMO and LUMO (spin up / spin down) (eV) = 7.6500 / 5.8190
- LUMO level (spin up / spin down) (eV) = 0.1 / -0.6
- E_tot (eV) = -26135.967

Geometry (Å):
C 3.046 0.309 -0.542
C -0.571 2.583 -0.175
C -0.197 -1.678 1.709
C -0.141 -2.046 -1.486
C -1.578 1.454 0.200
O -1.317 0.247 -0.424
Si -0.164 -0.844 -0.033
S 4.005 0.231 0.792
H 3.516 0.537 -1.440
H -1.083 3.179 -0.910
H -0.458 3.196 0.644
H 0.300 2.066 -0.517
H -1.258 -1.747 2.222
H 0.044 -2.698 1.485
H 0.586 -1.222 2.482
H -1.218 -2.189 -1.562
H 0.115 -1.371 -2.334
H 0.353 -3.043 -1.585
H -2.685 1.656 0.225
H -1.297 1.382 1.248

ORCA calculation (wB97M-V/def2-TZVPD) on the molecule C5H12OSi2.

Calculated values
- ΔE to the lowest compared entry with this formula, charge and spin (kJ/mol) = 30.90
- gap between HOMO and LUMO (eV) = 10.7013
- LUMO level (eV) = 0.9
- SMILES = C=C[Si](C)(C=C)O[SiH3]
- E_tot (eV) = -23182.266

Geometry (Å):
C -0.023 2.476 -1.318
C 0.695 -2.490 -0.905
C 0.752 1.851 -0.468
C 1.397 -1.349 -0.648
C 1.241 0.118 2.097
O -1.004 -0.229 0.332
Si -2.549 -0.367 0.043
Si 0.635 0.052 0.244
H 0.047 3.515 -1.484
H -0.766 2.062 -1.991
H 1.219 -3.194 -1.454
H -0.166 -2.620 -0.358
H 1.678 2.316 -0.203
H 2.210 -1.017 -1.246
H 0.487 0.575 2.809
H 1.551 -0.885 2.540
H 2.146 0.734 2.035
H -3.441 0.804 0.294
H -2.940 -0.994 -1.277
H -3.169 -1.363 0.958

ORCA calculation (wB97M-V/def2-TZVPD) on a cluster of 2 separate species, C5H12S3 in total.

Calculated values
- ΔE to the lowest compared entry with this formula, charge and spin (kJ/mol) = 201.20
- gap between HOMO and LUMO (eV) = 9.2445
- LUMO level (eV) = 0.6
- SMILES = C=C(S)[C@H](C)S.CS
- E_tot (eV) = -37883.359

Geometry (Å):
C -1.579 0.328 1.623
C -0.142 -0.504 -1.681
C 2.767 -0.170 0.815
C -1.334 0.634 0.142
C -1.174 -0.489 -0.817
S 4.090 0.327 -0.364
S -2.494 1.772 -0.632
S -2.358 -1.791 -0.837
H -0.771 -0.484 1.862
H -2.635 0.006 1.907
H -1.411 1.115 2.364
H 2.746 0.458 1.680
H 0.715 0.157 -1.689
H -0.101 -1.226 -2.564
H 1.908 -0.228 0.245
H 3.087 -1.165 1.064
H -0.413 1.128 0.076
H 4.039 1.645 -0.121
H -3.324 0.943 -1.495
H -1.616 -2.456 -1.579

ORCA calculation (wB97M-V/def2-TZVPD) on the molecule C5H12Si.

Calculated values
- ΔE to the lowest compared entry with this formula, charge and spin (kJ/mol) = 163.18
- gap between HOMO and LUMO (eV) = 9.5269
- LUMO level (eV) = 1.0
- SMILES = CC[Si@H]1C[C@@H]1C
- E_tot (eV) = -13255.039

Geometry (Å):
C -1.086 1.202 0.456
C -1.566 0.141 -0.518
C -2.803 -0.569 -0.091
C 2.946 0.027 0.283
C 1.752 0.100 -0.721
Si 0.044 -0.256 0.376
H -0.775 2.055 -0.107
H -1.627 1.505 1.301
H -1.595 0.529 -1.530
H -3.019 -1.516 -0.738
H -3.628 0.156 -0.158
H -2.607 -0.732 1.014
H 2.653 0.718 1.098
H 3.007 -0.909 0.815
H 3.904 0.268 -0.245
H 1.931 -0.678 -1.453
H 1.813 1.083 -1.298
H -0.217 -1.497 1.180

ORCA calculation (wB97M-V/def2-TZVPD) on a cluster of 2 separate species, C5H13BFNO4S in total.

Calculated values
- ΔE to the lowest compared entry with this formula, charge and spin (kJ/mol) = 30.11
- gap between HOMO and LUMO (eV) = 3.8002
- LUMO level (eV) = -3.1
- E_tot (eV) = -29301.806

Geometry (Å):
C 2.109 -2.542 0.158
C 2.361 -1.019 -0.246
N 1.759 -0.084 0.755
S 0.772 1.123 0.091
F 1.232 1.502 -1.452
B -0.993 0.385 -0.049
O -2.058 1.247 -0.335
C -1.317 -1.165 0.181
C -1.116 -2.036 -1.123
H 1.164 -2.577 0.733
H 2.954 -2.884 0.781
H 2.018 -3.119 -0.787
H 1.971 -0.905 -1.272
H 3.463 -0.876 -0.192
H 2.502 0.439 1.223
H -2.484 0.997 -1.164
H -0.731 -1.508 1.062
H -2.390 -1.252 0.469
H -1.072 -3.101 -0.826
H -2.017 -1.876 -1.757
H -0.208 -1.709 -1.677
C -1.758 4.473 1.326
O -1.853 3.451 2.082
O -1.148 4.162 0.125
O -2.108 5.639 1.510
H -1.050 3.232 0.383

ORCA calculation (wB97M-V/def2-TZVPD) on the molecule C5H13BN2O3.

Calculated values
- ΔE to the lowest compared entry with this formula, charge and spin (kJ/mol) = 0.00
- gap between HOMO and LUMO (eV) = 9.9821
- LUMO level (eV) = 0.6
- SMILES = C[C@H](NC(=O)[C@H](C)N)B(O)O
- E_tot (eV) = -15198.348

Geometry (Å):
O 1.449 0.958 0.382
O 0.135 -3.026 -1.686
O 1.812 -1.358 -1.403
B 0.701 -2.009 -0.932
C 0.233 0.865 0.380
N -0.468 -0.306 0.506
N -0.021 3.164 0.873
C -0.431 -2.625 1.367
C -0.749 2.359 -1.266
C 0.224 -1.548 0.553
C -0.636 2.066 0.185
H 0.754 -3.095 -2.444
H 1.910 -0.531 -0.901
H -1.491 -0.337 0.625
H 0.126 2.944 1.854
H 0.891 3.351 0.464
H -1.397 -2.947 0.995
H 0.241 -3.470 1.425
H -0.596 -2.245 2.379
H -1.242 1.537 -1.799
H 0.258 2.414 -1.697
H -1.298 3.285 -1.443
H 1.214 -1.326 0.976
H -1.620 1.880 0.607

ORCA calculation (wB97M-V/def2-TZVPD) on a structure of composition C5H13Cl2LaTb.

Calculated values
- ΔE to the lowest compared entry with this formula, charge and spin (kJ/mol) = 325.67
- gap between HOMO and LUMO (spin up / spin down) (eV) = 6.2404 / 5.5616
- charge = -1
- LUMO level (spin up / spin down) (eV) = 2.7 / 2.8
- spin multiplicity = 7
- E_tot (eV) = -53723.737

Geometry (Å):
Tb -0.164 1.496 -0.799
Cl -0.294 1.164 1.438
C -2.083 1.577 -1.245
C 1.247 2.876 -0.737
H -2.134 2.247 -2.109
H -2.478 0.599 -1.518
H -2.654 1.999 -0.421
H 1.075 3.485 -1.630
H 2.246 2.444 -0.779
H 1.143 3.495 0.151
La 0.288 -1.043 0.802
C 2.004 -1.683 1.740
C 0.669 -0.314 -1.118
H 2.774 -1.811 0.970
H 2.332 -0.985 2.514
H 1.716 -2.650 2.172
H 1.663 -0.205 -1.471
H -0.048 -0.866 -1.735
Cl -1.972 -3.156 2.450
C -1.596 -2.728 0.791
H -1.236 -3.621 0.243
H -2.498 -2.322 0.291

ORCA calculation (wB97M-V/def2-TZVPD) on a structure of composition C5H13FN2.

Calculated values
- gap between HOMO and LUMO (eV) = 9.6609
- LUMO level (eV) = 0.6
- E_tot (eV) = -11086.565

Geometry (Å):
C -3.233 -0.293 -0.025
C -1.014 0.398 -0.413
C 0.541 0.320 0.048
C 1.345 1.216 -0.966
C 1.045 -1.051 -0.488
H -3.344 0.732 -0.271
H -3.478 -0.837 -0.881
H -4.255 -0.327 0.729
H -1.289 -0.480 1.321
H -1.670 1.439 -0.482
H -1.131 0.129 -1.389
H 1.027 1.265 -1.996
H 2.356 1.050 -0.517
H 1.117 2.281 -0.656
H -0.220 1.500 1.524
H 1.303 0.036 2.331
H 1.020 -1.393 -1.530
H 0.470 -1.946 0.014
N -1.755 -0.539 0.276
N 0.920 0.946 1.340
F 2.425 -1.093 0.173

ORCA calculation (wB97M-V/def2-TZVPD) on a cluster of 3 separate species, C5H13I2NOP in total.

Calculated values
- ΔE to the lowest compared entry with this formula, charge and spin (kJ/mol) = 0.00
- gap between HOMO and LUMO (eV) = 8.9682
- charge = +1
- LUMO level (eV) = -3.7
- E_tot (eV) = -34414.441

Geometry (Å):
C 2.088 1.518 -0.272
C 1.355 -0.641 0.438
C 0.404 0.210 -1.538
C -0.204 1.245 0.606
C 0.001 2.335 1.256
N 0.861 0.580 -0.215
O 0.078 3.373 1.746
P -1.942 -2.003 1.524
I -1.469 -3.362 -0.440
I -3.897 0.063 -1.429
H 2.402 1.688 0.723
H 2.789 0.937 -0.864
H 1.756 2.416 -0.740
H 2.363 -1.008 0.065
H 1.565 -0.396 1.541
H 0.464 -1.406 0.391
H -0.449 -0.542 -1.410
H 0.099 1.091 -2.163
H 1.181 -0.225 -2.127
H -1.182 0.676 0.912
H -3.231 -1.385 -1.762
H -3.331 -2.203 1.337
H -1.701 -2.961 2.420

ORCA calculation (wB97M-V/def2-TZVPD) on a structure of composition C5H13INP.

Calculated values
- ΔE to the lowest compared entry with this formula, charge and spin (kJ/mol) = 841.45
- gap between HOMO and LUMO (eV) = 6.0909
- LUMO level (eV) = 0.0
- E_tot (eV) = -24266.046

Geometry (Å):
C -1.988 1.212 1.269
C -2.002 -0.432 1.435
C -0.512 -1.114 1.155
P -0.126 -0.988 -0.746
C 1.226 0.318 -1.132
C 2.668 -0.341 -1.622
N 3.716 0.570 -1.779
H -2.146 1.679 2.345
H -0.950 1.621 0.869
H -2.900 1.598 0.603
H -2.329 -0.759 2.526
H -2.844 -0.876 0.716
H -0.631 -2.253 1.455
H 0.359 -0.565 1.720
H 0.108 -2.280 -1.360
H -1.360 -0.473 -1.341
H 1.337 1.111 -0.276
H 0.830 0.922 -2.082
H 2.846 -1.473 -1.859
H 4.582 0.061 -2.094
I 0.116 2.462 0.200

ORCA calculation (wB97M-V/def2-TZVPD) on a cluster of 2 separate species, C5H13ISi in total.

Calculated values
- ΔE to the lowest compared entry with this formula, charge and spin (kJ/mol) = 203.78
- gap between HOMO and LUMO (eV) = 7.9913
- LUMO level (eV) = 0.5
- E_tot (eV) = -21372.528

Geometry (Å):
C -1.216 2.026 1.033
C 1.945 0.170 0.824
C 0.283 0.453 -1.884
C -1.238 0.502 0.889
C 0.100 -2.938 -0.520
Si 0.289 -0.098 -0.069
I -1.928 -3.389 -0.984
H -2.068 2.368 1.616
H -0.310 2.359 1.535
H -1.263 2.507 0.058
H 2.348 1.155 0.599
H 1.836 0.092 1.902
H 2.681 -0.563 0.510
H 0.577 1.496 -1.981
H 0.969 -0.139 -2.480
H -0.707 0.344 -2.318
H -2.147 0.204 0.369
H -1.282 0.045 1.876
H 0.735 -3.155 -1.364
H 0.394 -3.438 0.389

ORCA calculation (wB97M-V/def2-TZVPD) on a structure of composition C5H13KO5.

Calculated values
- ΔE to the lowest compared entry with this formula, charge and spin (kJ/mol) = 387.29
- gap between HOMO and LUMO (eV) = 3.6193
- LUMO level (eV) = -2.3
- E_tot (eV) = -31955.998

Geometry (Å):
K -9.143 -1.269 14.926
O -7.896 -1.996 8.125
C -8.881 -2.028 8.990
O -8.913 -1.156 9.872
O -9.662 -3.015 9.002
H -7.623 -1.120 8.407
C -13.010 3.235 13.344
C -13.500 2.136 12.389
O -13.107 2.560 11.091
H -13.312 3.079 14.380
H -13.380 4.205 13.014
H -11.922 3.290 13.303
H -14.571 1.958 12.295
H -12.967 1.203 12.572
H -12.363 2.003 10.852
C -6.545 -6.709 17.897
C -5.665 -5.468 17.705
O -5.786 -4.891 16.432
H -6.403 -7.190 18.864
H -6.406 -7.398 17.064
H -7.587 -6.394 17.840
H -4.597 -5.620 17.863
H -5.926 -4.755 18.487
H -5.604 -5.581 15.790

ORCA calculation (wB97M-V/def2-TZVPD) on the ion C5H13N with charge -1.

Calculated values
- ΔE to the lowest compared entry with this formula, charge and spin (kJ/mol) = 94.87
- gap between HOMO and LUMO (spin up / spin down) (eV) = 2.5172 / 8.2046
- charge = -1
- LUMO level (spin up / spin down) (eV) = 4.1 / 4.0
- spin multiplicity = 2
- E_tot (eV) = -6883.538

Geometry (Å):
C 2.369 -0.660 -0.616
N 0.977 -0.937 -0.921
C -0.099 -0.981 0.029
C -1.015 0.243 -0.042
C -0.169 1.528 0.114
C -2.152 0.212 0.947
H 3.008 -1.377 -1.133
H 2.560 0.295 -1.130
H 2.630 -0.527 0.432
H 0.741 -1.296 -1.824
H -0.741 -1.850 -0.228
H 0.348 -1.309 0.968
H -1.403 0.338 -1.062
H -0.744 2.465 0.093
H 0.333 1.574 1.105
H 0.709 1.644 -0.517
H -1.760 0.323 1.969
H -2.887 1.042 0.919
H -2.705 -0.727 0.900

ORCA calculation (wB97M-V/def2-TZVPD) on a cluster of 2 separate species, C5H13N in total.

Calculated values
- ΔE to the lowest compared entry with this formula, charge and spin (kJ/mol) = 325.21
- gap between HOMO and LUMO (eV) = 10.9747
- LUMO level (eV) = 0.9
- SMILES = C=NC.CCC
- E_tot (eV) = -6882.827

Geometry (Å):
C 1.519 0.862 -0.281
C 2.071 -0.418 0.516
C 2.921 -1.449 -0.402
H 0.712 1.208 0.219
H 2.185 1.723 -0.378
H 1.043 0.680 -1.343
H 2.647 -0.305 1.500
H 1.045 -0.869 0.829
H 3.189 -2.299 0.224
H 3.747 -0.987 -0.907
H 2.222 -1.737 -1.196
C -2.505 -0.523 0.059
C -3.271 1.685 0.297
N -2.409 0.773 0.738
H -1.863 -1.163 0.653
H -3.528 -0.903 -0.162
H -2.081 -0.274 -0.914
H -3.307 2.525 1.021
H -4.337 1.473 -0.474

ORCA calculation (wB97M-V/def2-TZVPD) on the molecule C5H13N.

Calculated values
- ΔE to the lowest compared entry with this formula, charge and spin (kJ/mol) = 148.01
- gap between HOMO and LUMO (eV) = 10.2707
- LUMO level (eV) = 1.1
- SMILES = CCC[C@@H](C)N
- E_tot (eV) = -6884.663

Geometry (Å):
C 0.993 -2.162 -0.430
C 0.086 -1.005 0.091
C -0.077 0.155 -0.902
C -1.111 1.115 -0.444
C -0.418 2.457 0.158
N 0.373 -0.524 1.456
H 1.351 -1.864 -1.474
H 0.589 -3.102 -0.778
H 1.878 -2.380 0.265
H -0.861 -1.548 0.319
H -0.456 -0.372 -1.800
H 0.994 0.442 -1.104
H -1.764 0.821 0.345
H -1.600 1.576 -1.319
H 0.310 2.180 0.908
H -1.150 3.302 0.311
H 0.269 2.868 -0.601
H -0.131 -0.960 2.221
H 1.382 -0.531 1.578